Record 1
Here is a structure of composition C45H49BrClNO8RbTe from the Open Molecules 2025 dataset. Energies are from ωB97M-V with the def2-TZVPD basis set.

- charge = -2
- expectation value of S² = 0.76
- total energy (Ha) = -5727.20144
- LUMO level (spin up / spin down) (eV) = 3.65 / 3.65
- 2S+1 = 2
- highest occupied orbital energy (spin up / spin down) (eV) = -2.428 / -2.552

CARTESIAN COORDINATES (ANGSTROEM)
Rb: -0.59 0.68 -0.58
C: 0.33 -2.68 -2.64
O: 1.19 -1.68 -2.13
C: 2.37 -2.20 -1.58
C: 3.16 -1.04 -1.01
O: 2.41 -0.23 -0.14
C: 2.43 -0.61 1.23
C: 1.68 -1.93 1.50
O: 1.11 -1.98 2.79
C: 2.04 -1.77 3.83
H: 0.81 -3.23 -3.46
H: -0.56 -2.16 -3.01
H: 0.04 -3.38 -1.85
H: 2.98 -2.69 -2.36
H: 2.14 -2.96 -0.82
H: 3.47 -0.39 -1.83
H: 4.07 -1.41 -0.51
H: 1.94 0.19 1.78
H: 3.47 -0.68 1.57
H: 2.35 -2.79 1.37
H: 0.85 -2.03 0.80
H: 2.91 -2.43 3.72
H: 1.53 -2.00 4.77
H: 2.37 -0.72 3.87
Cl: -8.09 -2.28 1.16
C: -6.41 -1.94 0.78
C: -5.59 -2.99 0.30
C: -4.28 -2.75 0.00
C: -3.66 -1.45 0.15
O: -2.45 -1.28 -0.11
C: -4.55 -0.41 0.62
C: -4.14 0.97 0.81
O: -3.07 1.49 0.56
C: -5.89 -0.69 0.93
H: -6.01 -3.98 0.17
H: -3.64 -3.55 -0.37
H: -4.95 1.60 1.25
H: -6.52 0.11 1.30
C: 3.07 9.01 -4.00
C: 2.74 7.82 -3.13
C: 1.56 7.11 -3.30
C: 1.24 6.02 -2.50
C: -0.08 5.32 -2.75
C: 2.12 5.60 -1.50
Te: 1.51 3.92 -0.20
N: 1.14 2.43 1.55
C: 1.09 2.47 2.86
O: 1.30 1.48 3.61
C: 0.82 3.80 3.55
C: 1.42 4.03 4.78
C: 1.22 5.22 5.46
C: 0.39 6.19 4.93
C: -0.24 5.96 3.71
C: -0.03 4.77 3.03
C: 3.40 2.96 -0.45
C: 4.32 2.83 0.59
C: 4.15 3.41 1.97
C: 5.51 2.13 0.36
C: 5.82 1.59 -0.88
C: 7.09 0.81 -1.10
C: 4.90 1.76 -1.91
C: 3.69 2.43 -1.72
C: 2.74 2.49 -2.88
C: 3.30 6.33 -1.30
C: 4.28 5.98 -0.21
C: 3.60 7.42 -2.12
H: 2.38 9.08 -4.84
H: 4.08 8.95 -4.40
H: 3.00 9.94 -3.44
H: 0.87 7.41 -4.08
H: -0.56 5.74 -3.64
H: -0.76 5.44 -1.91
H: 0.03 4.24 -2.90
H: 2.04 3.24 5.19
H: 1.71 5.39 6.41
H: 0.22 7.12 5.46
H: -0.91 6.71 3.30
H: -0.53 4.59 2.09
H: 3.46 4.26 1.97
H: 5.12 3.75 2.35
H: 3.75 2.67 2.66
H: 6.22 2.03 1.17
H: 7.77 0.92 -0.25
H: 7.61 1.14 -2.00
H: 6.88 -0.25 -1.22
H: 5.11 1.35 -2.89
H: 3.13 1.91 -3.72
H: 2.59 3.52 -3.22
H: 1.75 2.10 -2.62
H: 3.76 5.78 0.73
H: 4.98 6.81 -0.04
H: 4.86 5.09 -0.45
H: 4.52 7.96 -1.95
Br: 0.17 -0.72 -6.21
C: -0.79 0.92 -6.28
C: -1.06 1.44 -7.54
C: -1.73 2.64 -7.66
C: -2.11 3.33 -6.52
C: -1.81 2.82 -5.27
C: -1.16 1.59 -5.12
C: -0.91 1.09 -3.69
O: -1.19 -0.09 -3.44
O: -0.46 1.96 -2.91
H: -0.73 0.89 -8.42
H: -1.94 3.04 -8.65
H: -2.63 4.28 -6.61
H: -2.07 3.35 -4.37



Record 2
Here is a structure of composition C45H49DyF5N6OS4 at a distorted geometry from the Open Molecules 2025 dataset. Energies are from ωB97M-V with the def2-TZVPD basis set.

- charge = -1
- expectation value of S² = 9.33
- total energy (Ha) = -5125.26158
- LUMO level (spin up / spin down) (eV) = 1.70 / 1.69
- 2S+1 = 6
- highest occupied orbital energy (spin up / spin down) (eV) = -4.039 / -4.037

CARTESIAN COORDINATES (ANGSTROEM)
Dy: 0.07 -0.83 -0.26
C: -1.10 -6.38 1.48
C: -2.34 -5.56 1.87
C: -1.99 -4.11 1.93
C: -1.61 -3.38 3.02
C: -1.50 -3.85 4.44
C: -2.67 -3.40 5.32
C: -1.23 -2.07 2.52
C: -0.68 -1.04 3.29
C: -0.23 0.20 2.85
C: 0.18 1.28 3.72
C: 0.45 1.18 5.19
C: -0.77 1.49 6.07
C: 0.33 2.38 2.92
C: 0.03 1.96 1.57
C: -0.06 2.80 0.46
C: -0.43 2.46 -0.84
N: -0.66 1.19 -1.27
C: -0.98 1.26 -2.59
C: -1.32 0.18 -3.40
C: -1.58 -1.13 -2.99
N: -1.61 -1.54 -1.70
C: -1.95 -2.86 -1.69
C: -2.10 -3.63 -0.54
C: -1.85 -3.24 0.78
N: -1.41 -2.02 1.17
C: -2.13 -3.32 -3.05
C: -1.88 -2.25 -3.86
C: -1.85 -2.21 -5.36
C: -3.09 -1.56 -5.96
C: -2.42 -4.73 -3.45
C: -1.13 -5.56 -3.47
C: -0.95 2.64 -3.03
C: -0.64 3.39 -1.93
C: -0.53 4.89 -1.85
C: 0.83 5.39 -2.31
C: -1.21 3.11 -4.42
C: -2.69 3.07 -4.80
N: -0.26 0.63 1.56
C: 0.61 3.78 3.35
C: -0.70 4.53 3.61
H: -1.33 -7.44 1.44
H: -0.30 -6.21 2.19
H: -0.74 -6.06 0.50
H: -2.71 -5.90 2.84
H: -3.14 -5.72 1.14
H: -0.57 -3.47 4.86
H: -1.45 -4.94 4.45
H: -2.78 -2.31 5.29
H: -2.49 -3.70 6.35
H: -3.60 -3.85 4.98
H: -0.62 -1.23 4.35
H: 1.25 1.87 5.45
H: 0.79 0.17 5.42
H: -1.05 2.54 5.98
H: -0.53 1.30 7.12
H: -1.62 0.88 5.80
H: 0.14 3.85 0.63
H: -1.39 0.38 -4.45
H: -2.43 -4.65 -0.69
H: -1.75 -3.23 -5.75
H: -0.96 -1.65 -5.66
H: -3.98 -2.16 -5.75
H: -2.99 -1.47 -7.04
H: -3.25 -0.57 -5.54
H: -2.88 -4.76 -4.44
H: -3.12 -5.18 -2.74
H: -0.41 -5.10 -4.14
H: -1.32 -6.58 -3.80
H: -0.68 -5.59 -2.48
H: -0.71 5.21 -0.82
H: -1.31 5.33 -2.48
H: 1.62 4.95 -1.70
H: 0.90 6.47 -2.22
H: 1.02 5.11 -3.34
H: -0.64 2.49 -5.11
H: -0.85 4.14 -4.53
H: -3.10 2.07 -4.64
H: -2.82 3.33 -5.85
H: -3.26 3.77 -4.20
H: 1.16 4.32 2.57
H: 1.21 3.78 4.26
H: -1.30 4.55 2.70
H: -0.51 5.55 3.93
H: -1.27 4.01 4.38
F: 7.13 -1.09 -0.89
C: 5.85 -1.07 -1.33
C: 4.83 -0.56 -0.53
F: 5.12 -0.08 0.69
C: 3.53 -0.55 -1.00
F: 2.53 -0.06 -0.18
C: 3.17 -1.01 -2.28
S: 1.56 -0.95 -2.81
C: 4.23 -1.49 -3.07
F: 3.99 -1.94 -4.31
C: 5.53 -1.54 -2.60
F: 6.52 -2.03 -3.38
S: 1.97 -3.40 2.15
S: 3.11 3.02 -0.57
C: 3.35 4.07 0.66
N: 3.99 3.78 1.80
C: 4.12 4.79 2.82
C: 3.90 6.13 2.13
S: 2.86 5.78 0.67
H: 4.19 2.81 2.00
H: 5.12 4.73 3.26
H: 3.38 4.63 3.62
H: 4.84 6.56 1.77
H: 3.39 6.85 2.76
O: 1.17 -2.58 -0.07
N: 1.45 -2.26 1.16